ORCA calculation (ωB97M-V/def2-TZVPD) on a molecular structure, C8H17ClINO3PYb.

Element x y z (Å)
C  4.754  0.481  -2.322
C  3.554  0.376  -1.387
H  5.256  1.459  -2.437
H  4.379  0.163  -3.296
H  5.462  -0.271  -1.977
O  3.000  1.308  -0.731
I  2.956  -1.740  -1.326
Yb  1.062  -0.025  0.135
P  -1.772  0.228  -1.083
C  -2.861  1.646  -1.224
C  -0.714  0.576  -2.548
H  -2.538  -2.017  -1.526
H  -3.436  -0.833  -2.519
H  -3.784  -1.024  -0.787
C  -2.987  -1.023  -1.543
H  0.086  -0.164  -2.666
H  -1.335  0.566  -3.447
H  -3.373  1.678  -2.207
H  -2.363  2.614  -1.069
H  -0.233  1.561  -2.483
H  -3.639  1.580  -0.446
C  -0.717  1.857  0.921
O  -1.388  2.613  1.491
Cl  -0.175  -2.257  -0.018
C  0.736  -1.057  4.669
C  0.325  -0.838  3.225
N  -0.972  -1.147  3.052
O  1.091  -0.382  2.306
H  -0.051  -1.426  5.347
H  1.079  -0.139  5.145
H  1.569  -1.766  4.807
H  -1.395  -1.082  2.130
H  -1.576  -1.515  3.814

energy relative to the best compared isomer or geometry (same formula, charge and spin)	0.2919	eV
net charge	+2
HOMO energy (alpha / beta)	-15.2 / -15.2	eV
E_tot	-77633.17788	eV
orbital gap (alpha / beta)	7.7362 / 6.6772	eV
spin multiplicity	2

***

ORCA calculation (ωB97M-V/def2-TZVPD) on a molecular structure, C30H22Cl2N6O3S2SeW.

Element x y z (Å)
W  -0.552  0.379  -1.052
S  -1.731  -3.757  0.819
C  -1.251  -2.760  2.154
C  -1.172  -3.122  3.494
C  -0.887  -2.136  4.415
C  -0.724  -0.810  4.004
C  -0.792  -0.458  2.673
C  -1.013  -1.453  1.724
N  -1.148  -1.301  0.333
C  -1.584  -2.405  -0.221
C  -1.953  -2.380  -1.606
C  -2.567  -3.449  -2.254
C  -2.965  -3.301  -3.565
C  -2.756  -2.082  -4.202
C  -2.134  -1.025  -3.552
C  -1.708  -1.154  -2.230
H  -1.346  -4.144  3.804
H  -0.819  -2.389  5.465
H  -0.550  -0.037  4.741
H  -0.719  0.573  2.378
H  -2.735  -4.381  -1.728
H  -3.443  -4.117  -4.089
H  -3.081  -1.951  -5.226
H  -1.998  -0.103  -4.096
Se  -3.098  0.697  -0.907
C  -3.443  1.989  0.476
C  -3.501  1.571  1.800
C  -3.800  2.484  2.802
C  -4.059  3.808  2.481
C  -4.029  4.218  1.154
C  -3.721  3.312  0.151
H  -3.312  0.535  2.049
H  -3.832  2.157  3.834
H  -4.293  4.519  3.262
H  -4.238  5.249  0.899
H  -3.677  3.633  -0.881
C  4.379  1.653  0.175
C  3.693  0.308  0.199
C  4.589  -0.861  0.428
C  4.182  -2.065  0.005
N  2.950  -2.236  -0.640
C  2.418  -1.177  -1.128
S  0.896  -1.360  -2.014
N  2.982  0.062  -1.015
C  4.956  -3.327  0.206
H  4.909  1.800  1.115
H  3.652  2.458  0.056
H  5.088  1.698  -0.650
H  5.515  -0.720  0.969
H  2.490  0.841  -1.419
H  5.891  -3.140  0.730
H  5.172  -3.791  -0.757
H  4.358  -4.036  0.780
Cl  0.049  2.932  2.467
C  1.468  2.037  2.087
Cl  -0.658  2.738  -0.647
C  1.590  1.002  1.251
O  2.734  0.284  1.335
O  0.634  0.473  0.454
H  2.329  2.280  2.687
O  -0.603  1.081  -2.984
N  0.602  1.483  -2.692
C  1.256  2.187  -3.544
C  2.560  2.659  -3.184
N  3.605  3.035  -2.894
C  0.696  2.517  -4.824
N  0.251  2.775  -5.849

energy relative to the best compared isomer or geometry (same formula, charge and spin)	1.9219	eV
HOMO energy	-8.4	eV
E_tot	-160436.34137	eV
orbital gap	6.4614	eV
spin multiplicity	1

***

ORCA calculation (ωB97M-V/def2-TZVPD) on a molecular structure, C15H19Cl2MoO6.

Element x y z (Å)
Mo  -0.044  -0.331  0.531
C  -1.062  0.560  3.147
C  -2.086  1.210  2.230
O  -1.807  0.724  0.871
C  -2.336  1.563  -0.211
C  -1.656  1.115  -1.491
O  -0.267  0.825  -1.102
C  0.942  1.253  -1.822
C  1.856  1.781  -0.732
O  1.650  0.924  0.439
C  2.230  1.436  1.684
C  1.538  0.712  2.828
O  0.167  0.525  2.341
H  -0.890  1.165  4.037
H  -1.308  -0.464  3.426
H  -3.102  0.930  2.506
H  -1.985  2.295  2.219
H  -3.416  1.434  -0.272
H  -2.095  2.599  0.032
H  -2.073  0.201  -1.911
H  -1.666  1.908  -2.237
H  1.335  0.380  -2.339
H  0.682  2.032  -2.536
H  2.903  1.735  -1.033
H  1.594  2.800  -0.444
H  3.303  1.248  1.683
H  2.039  2.509  1.717
H  1.954  -0.269  3.049
H  1.520  1.326  3.728
Cl  -0.213  -7.695  0.136
C  -0.389  -6.009  0.305
C  -1.614  -5.487  0.739
C  -1.805  -4.120  0.891
Cl  -3.301  -3.487  1.424
C  -0.749  -3.269  0.600
O  -0.895  -1.928  0.740
C  0.489  -3.776  0.164
C  1.544  -2.879  -0.122
O  1.456  -1.623  -0.012
C  0.664  -5.162  0.016
H  -2.430  -6.163  0.961
H  2.508  -3.264  -0.461
H  1.613  -5.561  -0.318

net charge	+3
HOMO energy	-17.6	eV
E_tot	-55019.53577	eV
orbital gap	6.1936	eV
spin multiplicity	1

***

ORCA calculation (ωB97M-V/def2-TZVPD) on 2 unconnected molecules or ions with the total composition C19H30FO11PS.

Element x y z (Å)
C  2.036  4.636  1.964
C  1.761  4.261  0.491
O  2.252  5.357  -0.318
C  0.251  4.174  0.187
C  -0.398  2.753  0.484
C  -1.771  3.127  1.053
C  -2.662  2.044  1.739
C  -2.499  0.594  1.324
F  -1.481  0.029  2.072
O  0.516  2.059  1.350
S  1.138  0.750  0.653
O  2.459  0.948  0.159
O  1.097  -0.389  1.499
O  -0.003  0.664  -0.473
C  -0.313  2.045  -0.901
C  -1.569  1.974  -1.748
O  0.846  2.402  -1.614
C  0.942  1.895  -2.902
O  0.559  2.533  -3.828
C  1.628  0.578  -3.181
C  1.093  -0.666  -2.888
C  1.801  -1.833  -3.154
C  3.064  -1.732  -3.722
C  3.575  -0.484  -4.047
C  2.881  0.687  -3.789
H  2.340  5.676  2.066
H  2.831  3.991  2.349
H  1.163  4.399  2.578
H  2.327  3.400  0.150
H  1.877  6.167  0.044
H  0.040  4.502  -0.831
H  -0.202  4.943  0.822
H  -2.348  3.547  0.226
H  -1.693  3.942  1.772
H  -2.539  2.101  2.821
H  -3.706  2.317  1.549
H  -3.409  0.060  1.626
H  -2.389  0.410  0.258
H  -2.468  1.900  -1.143
H  -1.633  2.902  -2.318
H  -1.549  1.105  -2.405
H  0.121  -0.738  -2.419
H  1.344  -2.778  -2.888
H  3.622  -2.643  -3.899
H  4.552  -0.422  -4.516
H  3.281  1.660  -4.043
C  1.283  -5.638  1.192
O  0.203  -4.859  0.636
P  -1.336  -5.494  0.797
O  -1.770  -5.546  -0.620
O  -1.902  -4.187  1.586
C  -1.184  -2.964  1.748
O  -2.416  -6.508  1.508
C  -3.169  -6.122  2.664
H  2.215  -5.108  1.016
H  1.148  -5.766  2.270
H  1.329  -6.620  0.718
H  -1.034  -2.471  0.789
H  -0.229  -3.128  2.239
H  -1.773  -2.308  2.384
H  -3.870  -5.334  2.400
H  -2.521  -5.802  3.476
H  -3.736  -6.994  2.987

SMILES string	C[C@H](O)C[C@]1(CCCF)OS(=O)(=O)O[C@]1(C)OC(=O)c1ccccc1.COP(=O)(OC)OC
energy relative to the best compared isomer or geometry (same formula, charge and spin)	0.0000	eV
HOMO energy	-9.5	eV
E_tot	-65551.62213	eV
orbital gap	9.2646	eV
spin multiplicity	1

***

Q: Number 2 is which compound?
A: C30H22Cl2N6O3S2SeW

***

Q: Which formula does entry 4 have?
A: C19H30FO11PS